24
Properties=species:S:1:pos:R:3:forces:R:3 method="wB97M-V/def2-TZVPD" de_lowest_kj_mol=82.9 total_charge=+1 e_homo_ev=-13.20
O -0.714 1.624 -0.235 0.12 0.19 0.20
N 2.098 1.269 -0.673 0.16 -0.14 -0.07
C 2.843 2.119 -0.181 0.37 0.61 0.24
C 0.874 -0.760 -0.384 -0.07 -0.58 0.50
C 0.019 -3.034 0.958 0.05 0.12 -0.09
C 1.282 0.422 -1.100 -0.34 -0.48 -0.38
C -0.375 -2.819 -0.355 -0.06 -0.09 0.03
C 1.275 -0.990 0.940 -0.07 0.00 -0.29
C -1.887 1.650 -0.514 -0.46 -0.09 -0.45
C 0.047 -1.691 -1.029 0.26 0.35 0.06
C 0.852 -2.126 1.600 0.01 0.08 0.01
C -2.989 2.172 0.325 0.17 0.11 0.38
H -3.490 2.977 -0.211 -0.07 0.08 -0.10
H -2.228 1.254 -1.491 0.12 -0.06 -0.05
H -1.011 -3.534 -0.853 -0.05 -0.05 -0.04
H 0.910 0.551 -2.112 0.05 0.16 -0.04
H 2.434 2.971 0.358 -0.14 -0.02 0.04
H -3.725 1.382 0.465 -0.10 -0.08 0.01
H -0.323 -3.908 1.488 -0.03 -0.14 0.03
H 1.910 -0.278 1.444 0.07 0.07 0.08
H -0.252 -1.523 -2.053 -0.05 0.02 -0.12
H 3.921 2.046 -0.291 0.05 -0.10 -0.07
H -2.634 2.532 1.287 0.02 0.00 0.03
H 1.166 -2.308 2.616 0.01 0.01 0.08



6
Properties=species:S:1:pos:R:3:forces:R:3 method="wB97M-V/def2-TZVPD" de_lowest_kj_mol=122.4 total_charge=-1 e_homo_ev=-4.02
Br -0.444 -2.604 -3.277 -0.75 -0.84 -0.68
S 0.641 -0.894 -1.535 1.16 1.30 -1.56
O 1.767 -0.244 -0.427 0.88 0.07 0.03
O 0.106 0.304 -2.204 0.09 -0.90 0.44
N 0.493 -0.629 0.123 -1.06 0.13 1.14
H -0.028 0.245 0.031 -0.33 0.23 0.63



18
Properties=species:S:1:pos:R:3:forces:R:3 method="wB97M-V/def2-TZVPD" de_lowest_kj_mol=220.5 smiles="NSc1cc[nH]n1.C=C" total_charge=0 e_homo_ev=-8.08
S -0.233 0.573 -1.423 -1.50 -1.21 0.58
N 0.044 -2.142 1.196 -1.82 -1.57 -0.48
N 0.447 -1.112 0.467 1.43 0.07 -0.08
N 0.875 -0.362 -2.319 0.66 1.14 -1.73
C -0.593 -0.727 -0.234 0.79 2.32 -0.61
C -1.267 -2.400 0.884 -0.37 0.46 0.70
C 0.427 2.505 1.308 0.83 0.49 0.68
C -1.761 -1.438 0.045 0.17 -0.77 0.01
C 1.089 2.611 0.146 1.25 -2.22 2.35
H 2.009 1.982 0.003 -0.87 0.80 0.19
H 1.532 0.400 -2.607 -0.23 -1.36 -0.01
H 0.648 -2.891 1.570 -0.15 1.32 -0.31
H -0.437 3.062 1.561 -1.14 0.75 -0.63
H 0.753 3.081 -0.729 -0.60 0.98 -0.69
H -1.841 -3.133 1.360 -0.38 -1.19 0.69
H -2.785 -1.333 -0.322 0.70 -0.02 0.09
H 0.409 -0.697 -3.183 0.48 0.26 0.60
H 0.684 2.021 2.278 0.76 -0.25 -1.37



21
Properties=species:S:1:pos:R:3:forces:R:3 method="wB97M-V/def2-TZVPD" de_lowest_kj_mol=118.0 spin_multiplicity=7 total_charge=-1 s_squared=12.006 e_homo_ev="-2.21 / -4.13"
Mn -1.141 -1.055 1.362 -1.18 0.01 0.84
O 2.715 -4.196 1.965 0.00 0.67 -0.02
O 2.291 -2.261 3.002 0.10 0.47 0.52
O 2.035 -2.393 0.822 -1.23 0.69 -0.49
O -2.023 -1.231 -0.470 -0.04 -0.07 -1.13
O 0.403 -0.360 0.471 5.19 -2.86 2.98
O -1.991 0.616 -1.617 -0.33 0.21 -1.30
C 1.918 -0.927 2.633 -0.73 0.14 0.59
C -1.897 2.493 -3.102 -0.04 0.04 -0.21
C 2.380 -3.037 1.918 -0.12 -1.25 0.05
C 1.617 -0.985 1.131 0.39 2.56 -3.00
C -1.782 2.030 -1.667 0.21 -0.32 0.51
C -1.641 -0.033 -0.499 -1.93 0.50 0.82
H 1.073 -0.620 3.261 -0.03 -0.21 -0.31
H -1.812 3.587 -3.141 0.03 -0.21 -0.02
H 2.746 -0.248 2.871 -0.03 -0.20 -0.27
H -2.871 2.215 -3.530 0.25 0.01 0.12
H -1.104 2.054 -3.723 -0.22 0.09 0.15
H -0.792 2.261 -1.250 -0.22 -0.02 -0.04
H -2.543 2.523 -1.042 0.17 -0.09 -0.10
H 2.420 -0.435 0.605 -0.24 -0.19 0.33